No. 1
2 unconnected molecules or ions with the total composition C12H14Br2ClFO2P. Source: the Open Molecules 2025 dataset; level of theory: the ωB97M-V functional and the def2-TZVPD basis.

E (a.u.): -6665.32467
F_max (eV/A): 0.7
Total charge: +1
LUMO (eV): -3.9777
Molecular weight (g/mol): 435.47

CARTESIAN COORDINATES (ANGSTROEM)
C (1.9475, 0.3671, -0.2284)
C (1.6559, -1.0952, -0.2518)
O (1.9570, -1.9243, 0.5568)
O (0.8940, -1.4750, -1.3462)
C (0.9072, -2.8544, -1.6093)
P (-0.2694, -3.7601, -0.5112)
Cl (0.7549, -4.8699, 0.7277)
C (-1.3704, -2.6477, 0.3325)
Br (-1.3954, -2.7241, 2.1984)
C (-2.1134, -1.8108, -0.4103)
C (-2.1547, -1.8368, -1.9160)
Br (-3.1597, -0.5142, 0.4006)
H (1.6533, 0.8546, -1.1543)
H (1.3860, 0.8147, 0.5971)
H (3.0106, 0.5031, -0.0316)
H (1.8770, -3.3155, -1.4018)
H (0.6469, -3.0212, -2.6551)
H (-0.9918, -4.6785, -1.2784)
H (-1.2221, -1.4501, -2.3315)
H (-2.9592, -1.2069, -2.2879)
H (-2.3475, -2.8498, -2.2864)
F (1.6657, 5.4470, 0.9181)
C (0.8858, 4.3661, 1.0805)
C (0.4863, 3.6636, -0.0400)
C (-0.3192, 2.5473, 0.1386)
C (-0.7101, 2.1552, 1.4125)
C (-0.2945, 2.8836, 2.5194)
C (0.5124, 4.0005, 2.3599)
H (0.7970, 3.9969, -1.0208)
H (-0.6500, 1.9866, -0.7283)
H (-1.3325, 1.2789, 1.5292)
H (-0.5991, 2.5846, 3.5137)
H (0.8515, 4.5844, 3.2042)

Results of the natural (NBO) charge analysis, in e, for atoms 1 through 4: atom 1 (C): -0.7359, atom 2 (C): 0.8135, atom 3 (O): -0.5764, atom 4 (O): -0.5200

No. 2
C39H76BNO5 in the gas phase. Source: the Open Molecules 2025 dataset; level of theory: the ωB97M-V functional and the def2-TZVPD basis.

E (a.u.): -1986.74645
F_max (eV/A): 11.7
LUMO (eV): -0.5551
Molecular weight (g/mol): 649.85

CARTESIAN COORDINATES (ANGSTROEM)
C (0.7050, 3.2538, 4.8479)
C (1.8815, 2.4164, 5.6455)
C (1.2748, 1.2106, 6.5799)
C (-0.0423, 0.4825, 5.9277)
C (0.2424, -0.2764, 4.4917)
C (-1.1947, -1.0066, 4.0754)
C (-0.9893, -2.4360, 3.2766)
C (-2.0979, -3.5798, 3.6673)
C (-3.6483, -3.0460, 3.7207)
C (-4.3749, -2.9389, 2.2311)
C (-4.6979, -1.3213, 1.9880)
C (-5.4911, -1.0260, 0.5800)
C (-6.6500, 0.1648, 0.7086)
C (-5.9872, 1.6869, 0.5145)
C (-6.2491, 2.1112, -1.0474)
C (-5.7756, 3.6294, -1.4454)
C (-4.3745, 4.1263, -0.7541)
C (-3.1244, 3.0731, -0.8785)
C (-1.9055, 3.5861, -1.8825)
C (-0.4002, 3.2368, -1.3363)
C (0.1451, 1.7317, -1.7435)
C (-0.9704, 0.4937, -1.8328)
B (-1.4096, -0.0667, -0.3262)
O (-1.8795, -1.4689, -0.2584)
O (-1.3759, 0.7575, 0.9013)
O (0.5092, 1.8499, -3.1947)
C (1.5895, 0.9135, -3.6516)
C (2.2003, 1.6515, -4.9816)
C (1.1810, 1.2960, -6.2465)
O (1.4492, -0.1409, -6.5653)
C (2.5631, 0.6986, -2.3243)
C (2.4599, -0.9354, -1.9849)
C (3.1744, -1.8825, -3.1160)
C (2.7191, -3.4661, -2.8286)
C (3.9187, -4.5191, -3.3261)
C (4.1390, -5.6965, -2.1941)
C (4.9079, -5.0157, -0.9024)
C (3.8975, -4.7859, 0.3781)
C (4.1450, 1.0923, -2.4786)
C (4.4113, 2.7359, -2.6384)
C (5.1411, 0.4264, -1.3533)
C (4.7232, 0.7219, 0.2032)
C (1.6497, 1.3384, -1.1270)
O (2.0336, 2.5994, -0.4771)
C (1.9336, 2.4831, 1.0160)
N (2.2624, 2.0616, 2.2202)
H (0.3148, 2.6255, 3.9112)
H (-0.2523, 3.4712, 5.4970)
H (1.2203, 4.2315, 4.4300)
H (2.6565, 1.9034, 4.8985)
H (2.5037, 3.1959, 6.2636)
H (2.1180, 0.3808, 6.7006)
H (1.0359, 1.7037, 7.6400)
H (-0.9676, 1.2126, 5.7996)
H (-0.4139, -0.3629, 6.6790)
H (0.5266, 0.4400, 3.6107)
H (1.1267, -1.0671, 4.5967)
H (-1.7519, -1.2278, 5.0993)
H (-1.8687, -0.2718, 3.4382)
H (0.0817, -2.8499, 3.5945)
H (-0.9736, -2.2108, 2.1072)
H (-1.7845, -4.0212, 4.7274)
H (-2.0312, -4.4231, 2.8479)
H (-4.2501, -3.8338, 4.3848)
H (-3.7963, -2.0055, 4.2388)
H (-5.4106, -3.5300, 2.2611)
H (-3.7320, -3.4124, 1.3651)
H (-5.3373, -0.9857, 2.9259)
H (-3.6366, -0.7800, 1.9694)
H (-4.6975, -0.6164, -0.2122)
H (-5.9585, -2.0366, 0.2028)
H (-7.2426, 0.0808, 1.7231)
H (-7.4401, -0.0744, -0.1470)
H (-6.5620, 2.4064, 1.2733)
H (-4.8612, 1.6914, 0.8484)
H (-5.8044, 1.3685, -1.8418)
H (-7.4317, 2.0792, -1.2059)
H (-5.7875, 3.7577, -2.6309)
H (-6.6371, 4.3586, -1.0566)
H (-4.1019, 5.1671, -1.2704)
H (-4.6362, 4.4163, 0.3740)
H (-2.7211, 2.8873, 0.2151)
H (-3.4642, 2.0058, -1.2758)
H (-2.0958, 4.7561, -2.0212)
H (-2.1224, 3.0782, -2.9341)
H (-0.4364, 3.3787, -0.1516)
H (0.3127, 4.0969, -1.7502)
H (-1.9797, 0.8407, -2.3668)
H (-0.5789, -0.4122, -2.5030)
H (-1.3431, -2.0169, -0.9142)
H (-0.4042, 0.9474, 1.0696)
H (1.1161, -0.1476, -3.8952)
H (2.2053, 2.8356, -4.8303)
H (3.2998, 1.2864, -5.2590)
H (1.4353, 2.0219, -7.1294)
H (0.0899, 1.4329, -5.8153)
H (0.7268, -0.4197, -7.2040)
H (1.3246, -1.2987, -1.9192)
H (2.9136, -1.1934, -0.9119)
H (2.8167, -1.6020, -4.2108)
H (4.3443, -1.8591, -3.1223)
H (1.7839, -3.7257, -3.5011)
H (2.4294, -3.6130, -1.6959)
H (3.6055, -4.9424, -4.3927)
H (4.9270, -3.9240, -3.5098)
H (3.0615, -6.0665, -1.8379)
H (4.7590, -6.5856, -2.6807)
H (5.8501, -5.6810, -0.6294)
H (5.3520, -3.9850, -1.3018)
H (3.0523, -5.5944, 0.4361)
H (3.4067, -3.7172, 0.2818)
H (4.4983, -4.7967, 1.4091)
H (4.4957, 0.6406, -3.5268)
H (4.5727, 3.1222, -1.5334)
H (3.4593, 3.3011, -3.0504)
H (5.3932, 2.9820, -3.2323)
H (6.2314, 0.8567, -1.5766)
H (5.2268, -0.7403, -1.4720)
H (5.4964, 0.1294, 0.8900)
H (4.8749, 1.8594, 0.4709)
H (3.6580, 0.3044, 0.5127)
H (1.5912, 0.5561, -0.2514)

Results of the Löwdin charge analysis, in e, for atoms 1 through 4: atom 1 (C): -0.1685, atom 2 (C): -0.2720, atom 3 (C): -0.2311, atom 4 (C): -0.2362

No. 3
2 unconnected molecules or ions with the total composition C5H5NO2. Source: the Open Molecules 2025 dataset; level of theory: the ωB97M-V functional and the def2-TZVPD basis.

E (a.u.): -398.67102
F_max (eV/A): 3.9
LUMO (eV): 0.2392
Molecular weight (g/mol): 111.10
Energy above the lowest of the compared OMol25 structures with the same formula, charge and spin (kcal/mol): 67.43

CARTESIAN COORDINATES (ANGSTROEM)
C (2.1364, -1.0811, -0.3832)
C (-3.1879, 0.9868, 0.3653)
C (1.3276, 0.0775, 0.1223)
O (-3.8259, 0.1554, -0.2039)
N (1.8938, 1.0672, 0.6769)
C (-1.2705, -0.2490, -0.2374)
C (-0.0830, -0.0647, -0.0859)
O (-2.8589, 2.0064, 0.7886)
H (-2.3693, -0.5766, -0.5098)
H (1.2454, 1.7861, 0.9967)
H (1.8270, -1.9999, 0.1164)
H (3.1906, -0.8961, -0.1924)
H (1.9747, -1.2121, -1.4537)

Results of the natural (NBO) charge analysis, in e, for atoms 1 through 4: atom 1 (C): -0.6486, atom 2 (C): 1.0417, atom 3 (C): 0.2164, atom 4 (O): -0.5640

No. 4
2 unconnected molecules or ions with the total composition C5H10N2. Source: the Open Molecules 2025 dataset; level of theory: the ωB97M-V functional and the def2-TZVPD basis.

E (a.u.): -305.23726
F_max (eV/A): 4.8
Total charge: +2
LUMO (eV): -9.4736
Molecular weight (g/mol): 98.15
Energy above the lowest of the compared OMol25 structures with the same formula, charge and spin (kcal/mol): 44.73

CARTESIAN COORDINATES (ANGSTROEM)
C (1.1418, 0.4730, 2.3321)
C (-0.2927, -1.7420, -1.3278)
C (-0.8764, 0.3489, 0.8126)
C (-2.1319, 0.2998, 0.1657)
C (1.2110, 0.1333, -1.9294)
N (-0.0243, 0.3113, 1.6061)
N (0.3412, -0.8099, -1.5375)
H (0.8241, 0.5583, 3.3919)
H (1.9155, -0.0870, 1.8465)
H (-0.5617, -2.7526, -1.5031)
H (1.5188, 1.5494, 2.2400)
H (-2.1300, 0.6949, -0.8896)
H (-2.4062, -0.8205, 0.1922)
H (-2.9926, 0.6787, 0.7613)
H (2.0851, -0.3301, -2.3464)
H (1.5824, 0.7584, -1.1087)
H (0.7958, 0.7362, -2.7058)

Results of the natural (NBO) charge analysis, in e, for atoms 1 through 4: atom 1 (C): -0.4954, atom 2 (C): 0.4372, atom 3 (C): 0.6121, atom 4 (C): -0.7908

No. 5
A molecular structure, C32H38AsN5PRuS5. Source: the Open Molecules 2025 dataset; level of theory: the ωB97M-V functional and the def2-TZVPD basis.

Multiplicity: 2
E (a.u.): -6178.97220
F_max (eV/A): 1.7
Total charge: -2
LUMO (alpha / beta) (eV): 4.2842 / 4.2423
Molecular weight (g/mol): 859.99
Energy above the lowest of the compared OMol25 structures with the same formula, charge and spin (kcal/mol): 57.28

CARTESIAN COORDINATES (ANGSTROEM)
Ru (-0.1699, -0.3096, -0.1486)
N (2.0640, 1.5771, 3.5374)
C (1.2596, 1.0404, 2.5390)
S (1.8278, -0.3076, 1.6825)
N (0.1328, 1.6987, 2.3789)
N (-0.6333, 1.2019, 1.3417)
C (-1.8637, 1.5081, 1.4396)
C (-2.8301, 0.9093, 0.5301)
C (-4.1716, 1.1667, 0.6652)
C (-5.0686, 0.5185, -0.1879)
C (-4.5782, -0.3489, -1.1239)
C (-3.1981, -0.5547, -1.2035)
N (-2.3442, 0.0769, -0.4101)
H (2.7304, 0.9199, 3.9087)
H (1.5457, 2.0939, 4.2314)
H (-2.1907, 2.1386, 2.2604)
H (-4.5068, 1.8498, 1.4347)
H (-6.1349, 0.6834, -0.0907)
H (-5.2263, -0.9088, -1.7815)
H (-2.7614, -1.2330, -1.9207)
S (-0.4664, -5.1464, 0.1723)
As (-1.5002, -3.3203, -0.0764)
S (-0.9611, -1.8062, 1.4710)
S (-0.5794, -2.0800, -1.6799)
S (-3.6088, -3.5380, -0.3073)
C (2.1470, 5.4992, -3.9999)
C (2.2015, 4.4040, -2.9767)
C (1.6657, 4.6215, -1.7719)
C (1.6373, 3.7373, -0.6065)
C (1.4576, 4.4773, 0.6986)
C (1.7403, 2.3994, -0.5556)
C (1.9435, 1.4063, -1.6261)
C (2.0218, 1.8583, -3.0497)
N (1.9195, 0.1627, -1.2915)
C (2.7194, -0.8583, -2.0488)
C (2.1268, -1.3235, -3.3961)
C (2.8661, -2.0679, -1.1272)
C (4.1375, -0.2911, -2.2709)
H (1.7202, 6.4066, -3.5688)
H (1.5385, 5.1786, -4.8502)
H (3.1423, 5.7172, -4.3918)
H (1.2381, 5.6070, -1.5963)
H (2.3634, 5.0421, 0.9448)
H (1.2303, 3.8018, 1.5207)
H (0.6437, 5.2040, 0.6076)
H (1.7284, 1.9496, 0.4206)
H (2.4617, 1.0681, -3.6411)
H (1.4620, -2.1709, -3.2496)
H (2.9434, -1.6307, -4.0572)
H (1.5594, -0.5404, -3.8999)
H (1.8952, -2.4273, -0.7905)
H (3.4620, -1.8072, -0.2478)
H (3.3630, -2.8765, -1.6694)
H (4.2021, 0.3831, -3.1262)
H (4.8257, -1.1217, -2.4463)
H (4.4672, 0.2462, -1.3782)
C (-1.5693, 3.0856, -1.8180)
P (-0.7639, 1.5225, -2.3993)
C (0.5697, 2.0461, -3.4857)
C (2.9305, 3.1179, -3.3197)
C (3.4548, 3.0709, -4.7275)
C (2.6446, 2.8970, -5.7959)
C (1.2165, 2.7367, -5.8431)
C (0.3361, 2.4312, -4.8007)
C (-2.0166, 0.9363, -3.6065)
C (-1.6957, -0.1868, -4.3754)
C (-2.5831, -0.6857, -5.3129)
C (-3.8189, -0.0731, -5.5033)
C (-4.1577, 1.0301, -4.7371)
C (-3.2626, 1.5271, -3.7912)
H (-1.7173, 3.7578, -2.6662)
H (-0.8975, 3.5567, -1.1017)
H (-2.5243, 2.8988, -1.3189)
H (3.7821, 3.0511, -2.6285)
H (4.5273, 3.1398, -4.8788)
H (3.1322, 2.9208, -6.7708)
H (0.7620, 2.8438, -6.8224)
H (-0.7098, 2.4511, -5.1039)
H (-0.7426, -0.6760, -4.2225)
H (-2.3148, -1.5616, -5.8908)
H (-4.5130, -0.4603, -6.2401)
H (-5.1226, 1.5074, -4.8659)
H (-3.5554, 2.3793, -3.1916)

Results of the Löwdin charge analysis, in e, for atoms 1 through 4: atom 1 (Ru): 0.6394, atom 2 (N): 0.0350, atom 3 (C): -0.9360, atom 4 (S): 0.6062

No. 6
C14H15BrClN3O4S in the gas phase. Source: the Open Molecules 2025 dataset; level of theory: the ωB97M-V functional and the def2-TZVPD basis.

E (a.u.): -4440.07019
F_max (eV/A): 4.2
LUMO (eV): 0.0561
Molecular weight (g/mol): 436.71
Energy above the lowest of the compared OMol25 structures with the same formula, charge and spin (kcal/mol): 0.00

CARTESIAN COORDINATES (ANGSTROEM)
O (4.0598, -1.2436, 0.7002)
O (5.3731, 0.7476, 0.2191)
Cl (1.1236, -2.0787, -3.9599)
Br (3.1343, 3.0368, -4.4972)
N (0.9152, 1.7919, 0.7366)
O (2.5621, -2.1181, -1.2913)
O (-3.0754, 0.8159, 1.5550)
C (-0.3076, 1.2735, 0.7776)
C (1.0359, -0.4535, 1.1964)
C (1.7447, 0.7267, 1.0304)
C (2.1707, 0.4055, -3.9723)
C (3.3574, 1.4043, -2.1729)
C (2.0433, -0.7885, -3.2444)
C (2.8461, 1.4680, -3.4903)
C (2.6152, -0.9213, -1.9679)
C (3.2417, 0.1809, -1.4288)
N (-0.3043, -0.1039, 1.0272)
N (3.0434, 1.0507, 1.1716)
C (-4.4893, 0.9263, 1.6467)
C (-1.4953, -1.0193, 1.1051)
C (-5.0341, -0.4461, 1.3447)
C (-3.9044, -1.3745, 1.7856)
C (-2.6679, -0.4975, 1.9750)
S (4.0377, 0.1401, 0.1976)
H (3.2746, -2.1116, -0.5943)
H (-1.1961, 1.8636, 0.5257)
H (1.5040, -1.4472, 1.3734)
H (1.7774, 0.4121, -4.9657)
H (3.8800, 2.2683, -1.7809)
H (3.1091, 2.0401, 0.9692)
H (-4.7839, 1.2388, 2.6658)
H (-4.9725, 1.6356, 0.9597)
H (-1.8361, -1.2077, 0.0497)
H (-1.1794, -1.9802, 1.4935)
H (-6.0179, -0.6845, 1.8048)
H (-5.2617, -0.5226, 0.2531)
H (-3.7450, -2.1419, 1.0414)
H (-4.1580, -1.8494, 2.7214)
H (-2.4200, -0.4365, 3.0391)

Results of the natural (NBO) charge analysis, in e, for atoms 1 through 4: atom 1 (O): -0.9498, atom 2 (O): -0.9005, atom 3 (Cl): 0.0348, atom 4 (Br): 0.0880

- Which value of E does entry 5 give?
  -6178.97220 a.u.

- E of number 3 (C5H5NO2)?
  -398.67102 a.u.